(1)
Entry from OMol25: a structure of composition C33H34CuN2O2 (the ωB97M-V functional and the def2-TZVPD basis).

- HOMO-LUMO gap (alpha / beta): 6.54 / 6.49 eV
- 2S+1: 2
- Energy relative to the best compared isomer or geometry (same formula, charge and spin): 19.4 kJ/mol
- E_HOMO (alpha / beta): -6.921 / -6.904 eV
- Max |F|: 0.613 eV Å⁻¹
- E_LUMO (alpha / beta): -0.3779 / -0.4178 eV

CARTESIAN COORDINATES (ANGSTROEM)
Cu  0.27  -0.32  -0.15
O  -1.65  0.78  -0.32
C  -2.82  0.00  -0.18
C  -2.63  -1.26  0.63
C  -3.71  -1.92  1.19
C  -3.48  -3.09  1.89
C  -2.18  -3.56  2.02
C  -1.16  -2.83  1.44
N  -1.38  -1.71  0.75
H  -1.41  1.17  0.54
H  -3.12  -0.28  -1.20
H  -3.63  0.59  0.26
H  -4.71  -1.51  1.08
H  -4.31  -3.63  2.34
H  -1.96  -4.47  2.56
H  -0.12  -3.13  1.52
C  3.45  -2.89  1.27
C  3.71  -3.58  0.10
C  2.91  -3.38  -1.01
C  1.86  -2.46  -0.95
C  1.65  -1.69  0.20
C  2.44  -1.93  1.31
C  0.92  -2.26  -2.06
C  0.67  -3.26  -3.02
C  -0.28  -3.07  -3.98
C  -0.97  -1.84  -4.04
C  -1.96  -1.56  -5.00
C  -2.58  -0.35  -5.03
C  -2.19  0.66  -4.13
C  -1.24  0.43  -3.18
C  -0.64  -0.85  -3.07
N  0.26  -1.10  -2.07
H  4.05  -3.07  2.15
H  4.54  -4.27  0.04
H  3.12  -3.91  -1.93
H  2.26  -1.38  2.23
H  1.21  -4.20  -2.96
H  -0.51  -3.83  -4.71
H  -2.22  -2.34  -5.72
H  -3.36  -0.15  -5.76
H  -2.66  1.63  -4.20
H  -0.93  1.20  -2.50
C  2.39  1.77  -1.58
C  2.72  2.50  -0.28
C  3.55  1.64  0.67
C  1.50  3.07  0.44
C  1.34  4.45  0.36
C  0.38  5.13  1.09
C  -0.37  4.41  2.00
C  -0.25  3.03  2.12
C  -0.94  2.39  3.32
C  0.07  1.61  4.18
C  -2.14  1.49  3.01
C  0.61  2.31  1.24
O  0.55  0.98  1.28
H  3.30  1.39  -2.05
H  1.89  2.44  -2.28
H  1.73  0.92  -1.39
H  3.34  3.36  -0.55
H  2.95  0.83  1.06
H  3.90  2.24  1.52
H  4.42  1.22  0.16
H  2.01  5.02  -0.28
H  0.27  6.20  1.01
H  -1.04  4.94  2.67
H  -1.30  3.22  3.93
H  0.50  0.80  3.60
H  -0.42  1.20  5.07
H  0.88  2.27  4.50
H  -1.81  0.51  2.67
H  -2.79  1.95  2.26
H  -2.73  1.33  3.91

Charges computed using Löwdin, reported in e:
1. Cu 0.538
2. O -0.097
3. C -0.159
4. C -0.248
5. C -0.014
6. C -0.055
7. C -0.047
8. C -0.089
9. N 0.112
10. H 0.067
11. H 0.129
12. H 0.128
13. H 0.118
14. H 0.110
15. H 0.106
16. H 0.108
17. C -0.081
18. C -0.091
19. C -0.041
20. C -0.195
21. C -0.125
22. C -0.107
23. C -0.193
24. C 0.011
25. C 0.007
26. C -0.153
27. C -0.035
28. C -0.078
29. C -0.063
30. C -0.020
31. C -0.181
32. N 0.115
33. H 0.101
34. H 0.099
35. H 0.104
36. H 0.103
37. H 0.110
38. H 0.121
39. H 0.114
40. H 0.104
41. H 0.110
42. H 0.109
43. C -0.052
44. C -0.365
45. C -0.053
46. C -0.130
47. C -0.061
48. C -0.108
49. C -0.064
50. C -0.144
51. C -0.363
52. C -0.061
53. C -0.064
54. C -0.285
55. O -0.192
56. H 0.081
57. H 0.082
58. H 0.029
59. H 0.120
60. H 0.046
61. H 0.085
62. H 0.079
63. H 0.106
64. H 0.092
65. H 0.105
66. H 0.121
67. H 0.064
68. H 0.075
69. H 0.084
70. H 0.067
71. H 0.080
72. H 0.080



(2)
Entry from OMol25: a structure of composition C33H34F4I2N4OW (the ωB97M-V functional and the def2-TZVPD basis).

- HOMO-LUMO gap (alpha / beta): 5.70 / 5.69 eV
- Energy relative to the best compared isomer or geometry (same formula, charge and spin): 0.0 kJ/mol
- E_HOMO (alpha / beta): -5.363 / -5.347 eV
- Max |F|: 0.122 eV Å⁻¹
- E_LUMO (alpha / beta): 0.3389 / 0.3388 eV

CARTESIAN COORDINATES (ANGSTROEM)
W  1.16  1.28  0.24
C  1.07  -0.52  -2.29
N  1.33  -0.66  -0.85
C  2.61  -1.38  -0.71
C  0.28  -1.50  -0.18
C  -1.03  -0.79  0.18
N  -0.65  0.54  0.71
C  -1.44  1.18  1.66
C  -0.93  2.36  2.23
F  0.32  2.79  1.85
C  -1.59  3.11  3.17
F  -1.01  4.22  3.64
C  -2.83  2.73  3.64
C  -3.35  1.56  3.11
F  -4.55  1.13  3.52
C  -2.69  0.81  2.16
F  -3.31  -0.31  1.74
H  0.99  -1.50  -2.77
H  1.89  0.04  -2.74
H  0.16  0.05  -2.47
H  2.55  -2.36  -1.20
H  2.84  -1.52  0.34
H  3.40  -0.81  -1.18
H  0.73  -1.81  0.77
H  0.11  -2.40  -0.77
H  -1.47  -1.40  0.97
H  -2.83  0.06  -0.54
H  -3.37  3.30  4.38
I  8.10  -1.17  2.56
C  6.11  -0.56  2.34
C  5.09  -1.30  2.93
C  3.78  -0.88  2.76
I  2.22  -1.99  3.60
C  3.45  0.26  2.02
O  2.21  0.63  1.85
C  4.51  1.00  1.45
C  4.18  2.28  0.74
N  3.24  2.09  -0.38
C  2.94  3.38  -1.06
C  1.78  3.19  -1.95
C  1.65  3.76  -3.20
C  0.46  3.67  -3.91
C  -0.60  3.04  -3.26
C  -0.44  2.45  -2.03
N  0.78  2.41  -1.37
C  5.82  0.58  1.61
H  5.32  -2.19  3.50
H  5.10  2.76  0.40
H  3.68  2.97  1.44
H  3.69  1.48  -1.06
H  3.81  3.78  -1.58
H  2.67  4.06  -0.24
H  2.49  4.30  -3.60
H  0.34  4.12  -4.89
H  -1.59  3.00  -3.71
H  -1.27  1.98  -1.51
H  6.62  1.17  1.17
C  -2.05  -2.74  -2.40
C  -2.88  -1.88  -1.44
C  -4.03  -1.30  -2.28
C  -2.09  -0.64  -0.93
C  -3.41  -2.71  -0.28
C  -4.69  -2.54  0.23
C  -5.14  -3.28  1.32
C  -4.32  -4.20  1.94
C  -3.03  -4.39  1.45
C  -2.59  -3.65  0.35
H  -1.66  -2.12  -3.21
H  -2.69  -3.51  -2.85
H  -1.22  -3.26  -1.94
H  -3.62  -0.77  -3.14
H  -4.64  -0.59  -1.72
H  -4.68  -2.09  -2.66
H  -1.65  -0.15  -1.81
H  -5.37  -1.82  -0.22
H  -6.15  -3.11  1.69
H  -4.67  -4.77  2.79
H  -2.37  -5.11  1.91
H  -1.58  -3.83  0.00

Charges computed using Löwdin, reported in e:
1. W 1.475
2. C -0.071
3. N -0.352
4. C -0.068
5. C -0.136
6. C -0.283
7. N -0.116
8. C -0.133
9. C -0.122
10. F -0.005
11. C -0.218
12. F 0.101
13. C 0.069
14. C -0.212
15. F 0.097
16. C -0.131
17. F 0.092
18. H 0.099
19. H 0.094
20. H 0.058
21. H 0.103
22. H 0.065
23. H 0.088
24. H 0.079
25. H 0.104
26. H 0.131
27. H 0.117
28. H 0.137
29. I 0.850
30. C -0.746
31. C -0.226
32. C -0.648
33. I 0.947
34. C -0.456
35. O -0.290
36. C -0.154
37. C -0.148
38. N -0.164
39. C -0.171
40. C -0.293
41. C -0.063
42. C -0.117
43. C -0.102
44. C -0.163
45. N -0.146
46. C -0.114
47. H 0.081
48. H 0.126
49. H 0.134
50. H 0.121
51. H 0.127
52. H 0.129
53. H 0.110
54. H 0.087
55. H 0.103
56. H 0.086
57. H 0.099
58. C -0.041
59. C -0.469
60. C -0.057
61. C -0.094
62. C -0.174
63. C -0.039
64. C -0.076
65. C -0.090
66. C -0.075
67. C -0.044
68. H 0.086
69. H 0.095
70. H 0.054
71. H 0.089
72. H 0.079
73. H 0.095
74. H 0.091
75. H 0.104
76. H 0.104
77. H 0.101
78. H 0.103
79. H 0.100



(3)
Entry from OMol25: a structure of composition C33H34FN5O2OsS (the ωB97M-V functional and the def2-TZVPD basis).

- HOMO-LUMO gap: 7.02 eV
- Charge: +2
- Energy relative to the best compared isomer or geometry (same formula, charge and spin): 7.1 kJ/mol
- E_HOMO: -14.025 eV
- Max |F|: 0.311 eV Å⁻¹
- E_LUMO: -7.0050 eV

CARTESIAN COORDINATES (ANGSTROEM)
Os  -1.69  -0.07  -1.56
C  0.51  -2.22  -1.82
N  -0.56  -1.35  -2.39
C  -0.65  -1.45  -3.78
C  -1.57  -0.69  -4.40
C  -1.92  -0.39  -5.77
C  -2.80  0.64  -5.71
C  -3.00  0.94  -4.32
N  -2.31  0.14  -3.55
C  0.27  -2.71  -0.42
C  -0.89  -3.42  -0.10
C  -1.09  -3.89  1.19
C  -0.13  -3.67  2.17
C  1.04  -3.00  1.85
C  1.24  -2.53  0.56
H  1.45  -1.67  -1.86
H  0.60  -3.08  -2.48
H  0.03  -2.11  -4.30
H  -1.52  -0.88  -6.64
H  -3.28  1.15  -6.53
H  -3.61  1.74  -3.91
H  -1.62  -3.63  -0.87
H  -1.99  -4.45  1.43
H  -0.28  -4.05  3.17
H  1.82  -2.87  2.60
H  2.16  -2.01  0.31
C  -0.40  3.89  1.53
O  -0.93  3.49  0.24
C  -1.08  2.24  -0.03
O  -1.53  1.94  -1.17
N  -0.79  1.29  0.87
N  -0.68  -0.03  0.33
H  -0.39  4.98  1.50
H  0.62  3.52  1.65
H  -1.06  3.54  2.33
H  -0.11  1.51  1.60
H  -0.99  -0.70  1.04
H  0.35  -0.14  0.12
N  1.82  0.58  -0.54
S  3.20  1.05  0.12
C  2.78  1.67  1.73
C  3.35  2.87  2.14
C  2.96  3.43  3.35
C  2.02  2.79  4.14
C  1.46  1.58  3.74
C  1.84  1.01  2.53
C  4.11  -0.44  0.51
C  4.50  -1.17  -0.61
C  5.16  -2.37  -0.43
C  5.45  -2.83  0.85
C  5.08  -2.08  1.95
C  4.41  -0.88  1.79
H  1.74  1.09  -1.42
H  4.08  3.36  1.51
H  3.40  4.36  3.68
H  1.73  3.22  5.09
H  0.75  1.07  4.37
H  1.44  0.06  2.21
H  4.28  -0.81  -1.60
H  5.47  -2.94  -1.30
H  5.98  -3.76  0.98
H  5.33  -2.42  2.95
H  4.15  -0.29  2.66
F  -5.43  3.73  0.42
C  -4.94  2.53  0.13
C  -4.21  1.87  1.12
C  -3.67  0.64  0.81
C  -3.84  0.07  -0.47
C  -3.19  -1.23  -0.81
C  -4.65  0.74  -1.40
C  -5.19  1.98  -1.11
H  -4.10  2.32  2.09
H  -3.14  0.09  1.57
H  -3.71  -1.81  -1.57
H  -2.93  -1.82  0.06
H  -4.88  0.26  -2.34
H  -5.82  2.52  -1.81

Charges computed using Löwdin, reported in e:
1. Os 1.509
2. C -0.144
3. N -0.188
4. C -0.009
5. C -0.275
6. C 0.033
7. C -0.010
8. C -0.055
9. N -0.070
10. C -0.246
11. C -0.065
12. C -0.063
13. C -0.064
14. C -0.064
15. C -0.055
16. H 0.107
17. H 0.132
18. H 0.146
19. H 0.130
20. H 0.120
21. H 0.127
22. H 0.119
23. H 0.116
24. H 0.114
25. H 0.109
26. H 0.082
27. C 0.032
28. O 0.067
29. C -0.544
30. O -0.063
31. N 0.084
32. N -0.037
33. H 0.117
34. H 0.080
35. H 0.112
36. H 0.103
37. H 0.116
38. H 0.032
39. N -0.332
40. S 1.080
41. C -0.420
42. C -0.066
43. C -0.047
44. C -0.052
45. C -0.064
46. C -0.137
47. C -0.406
48. C -0.109
49. C -0.053
50. C -0.047
51. C -0.052
52. C -0.072
53. H 0.005
54. H 0.121
55. H 0.123
56. H 0.120
57. H 0.120
58. H 0.102
59. H 0.112
60. H 0.117
61. H 0.118
62. H 0.118
63. H 0.109
64. F 0.127
65. C -0.245
66. C 0.025
67. C -0.045
68. C -0.363
69. C -0.190
70. C -0.035
71. C 0.036
72. H 0.136
73. H 0.122
74. H 0.091
75. H 0.059
76. H 0.122
77. H 0.138



For reference, energy by record: -3178.37841; -2634.05903; -2290.32563 hartree.